This record from OMol25 describes a cluster of 21 separate species, C35H112O21 in total at a distorted geometry. The level of theory is ωB97M-V/def2-TZVPD.

The geometry in XYZ format:
```
168
Properties=species:S:1:pos:R:3:lowdin_charge:R:1
C -6.384 0.133 0.742 -0.04
C -4.986 0.267 0.130 -0.42
C -3.949 -0.422 1.045 -0.03
O -5.027 -0.344 -1.190 -0.06
H -6.560 -0.947 0.915 0.09
H -7.129 0.431 0.018 0.07
H -6.499 0.744 1.605 0.07
H -4.725 1.318 0.157 0.09
H -2.956 -0.178 0.787 0.05
H -3.938 -1.513 1.064 0.07
H -4.062 -0.025 2.021 0.07
H -5.595 -1.109 -1.166 0.08
C 5.076 0.505 -1.648 -0.01
C 4.762 -0.067 -3.024 -0.52
C 5.898 -0.576 -3.790 -0.05
O 3.755 -1.046 -2.835 -0.07
H 4.221 0.995 -1.232 0.04
H 5.911 1.204 -1.653 0.10
H 5.337 -0.374 -1.100 0.06
H 4.344 0.734 -3.674 0.14
H 6.587 0.199 -4.001 0.07
H 5.513 -0.994 -4.770 0.11
H 6.445 -1.315 -3.186 0.09
H 3.574 -1.437 -3.720 0.07
C 0.293 -2.586 -6.050 -0.05
C 1.095 -1.986 -4.959 -0.47
C 0.559 -2.155 -3.567 -0.05
O 2.453 -2.510 -4.907 -0.08
H -0.750 -2.214 -5.866 0.09
H 0.275 -3.645 -6.002 0.08
H 0.571 -2.197 -7.023 0.08
H 1.185 -0.882 -5.203 0.15
H -0.323 -1.556 -3.302 0.07
H 1.317 -1.938 -2.799 0.07
H 0.232 -3.158 -3.373 0.07
H 2.382 -3.407 -4.593 0.08
C -4.872 5.138 0.704 -0.04
C -4.259 3.783 1.153 -0.48
C -2.911 3.470 0.521 -0.04
O -4.087 3.750 2.584 -0.08
H -4.901 5.150 -0.420 0.08
H -4.363 5.996 1.141 0.07
H -5.905 5.138 1.063 0.08
H -5.090 3.071 0.897 0.11
H -2.503 2.472 0.789 0.08
H -2.199 4.224 0.823 0.06
H -2.972 3.652 -0.546 0.07
H -3.582 4.557 2.804 0.04
C 1.383 2.602 -3.749 -0.05
C 1.918 2.657 -2.346 -0.48
C 3.015 3.711 -2.094 -0.03
O 0.864 2.870 -1.409 -0.07
H 0.672 1.766 -3.921 0.07
H 2.225 2.456 -4.458 0.09
H 0.877 3.517 -4.064 0.08
H 2.315 1.675 -2.114 0.11
H 3.854 3.633 -2.740 0.06
H 3.263 3.710 -1.007 0.08
H 2.636 4.721 -2.377 0.09
H 0.507 3.738 -1.646 0.05
C -3.299 -4.639 -3.992 -0.12
O -2.291 -3.596 -4.133 -0.17
H -4.298 -4.332 -3.743 0.05
H -3.385 -5.171 -4.976 0.09
H -2.925 -5.152 -3.076 0.08
H -2.531 -2.710 -3.837 0.02
C 6.369 0.919 3.237 -0.16
O 5.298 0.909 2.343 -0.14
H 7.260 1.455 2.893 0.08
H 6.108 1.465 4.152 0.08
H 6.725 -0.087 3.444 0.08
H 4.960 -0.009 2.271 0.09
C 0.460 5.513 0.290 -0.16
O -0.206 5.336 -0.926 -0.13
H -0.146 6.080 1.016 0.09
H 0.633 4.529 0.717 0.06
H 1.435 5.899 0.149 0.07
H -0.463 6.241 -1.220 0.12
C 6.531 -2.824 0.689 -0.16
O 6.610 -1.563 1.277 -0.09
H 5.615 -3.303 1.026 0.06
H 6.684 -2.807 -0.389 0.07
H 7.294 -3.463 1.100 0.08
H 6.300 -0.923 0.672 0.03
C -3.526 -2.458 5.929 -0.11
O -2.466 -2.665 4.979 -0.16
H -3.829 -3.421 6.262 0.07
H -3.105 -1.942 6.819 0.09
H -4.318 -1.869 5.522 0.07
H -1.887 -1.857 4.947 0.05
C 4.472 -4.450 -1.666 -0.15
O 3.892 -3.326 -1.042 -0.17
H 5.590 -4.379 -1.704 0.08
H 4.225 -5.305 -1.018 0.08
H 4.072 -4.674 -2.653 0.07
H 3.970 -2.574 -1.696 0.07
C -1.286 5.570 4.198 -0.13
O -2.615 5.845 3.784 -0.14
H -0.588 6.295 3.728 0.08
H -1.198 5.514 5.285 0.09
H -1.080 4.595 3.769 0.06
H -3.163 6.221 4.472 0.09
C 1.754 -5.430 0.914 -0.12
O 2.360 -4.159 1.210 -0.16
H 1.270 -5.397 -0.070 0.08
H 2.471 -6.265 0.897 0.08
H 0.940 -5.617 1.621 0.07
H 2.540 -3.688 0.383 0.04
C -5.170 -4.510 0.631 -0.22
O -4.566 -5.705 0.932 -0.11
H -4.514 -3.808 0.111 0.06
H -5.962 -4.662 -0.096 0.08
H -5.591 -4.024 1.486 0.07
H -4.151 -5.626 1.805 0.06
C -6.067 3.264 -2.323 -0.13
O -6.040 4.610 -2.845 -0.13
H -7.028 2.830 -2.389 0.07
H -5.270 2.657 -2.789 0.08
H -5.808 3.266 -1.283 0.04
H -6.025 4.557 -3.810 0.07
C 4.714 -3.977 3.738 -0.17
O 4.101 -2.938 2.983 -0.16
H 5.529 -3.530 4.302 0.07
H 3.957 -4.458 4.395 0.08
H 5.248 -4.771 3.166 0.08
H 3.386 -3.357 2.457 0.03
C -2.084 -3.788 1.811 -0.14
O -3.006 -4.221 2.821 -0.14
H -2.071 -2.684 1.672 0.06
H -1.042 -4.109 2.020 0.08
H -2.316 -4.225 0.855 0.06
H -2.871 -3.538 3.521 0.04
C -1.714 0.838 4.010 -0.06
C -0.885 -0.344 3.539 -0.26
O -0.357 -0.969 4.746 -0.08
H -2.143 1.321 3.144 0.05
H -1.139 1.567 4.579 0.08
H -2.583 0.575 4.630 0.08
H -0.131 -0.094 2.818 0.09
H -1.546 -1.036 3.033 0.08
H 0.217 -1.676 4.460 0.09
C -2.216 1.180 -2.868 -0.07
C -2.672 0.258 -3.981 -0.27
O -3.212 -0.969 -3.462 -0.11
H -3.059 1.344 -2.221 0.06
H -1.803 2.075 -3.215 0.06
H -1.461 0.700 -2.324 0.05
H -1.782 0.103 -4.615 0.11
H -3.486 0.698 -4.538 0.10
H -3.702 -0.777 -2.634 0.06
C 2.079 -0.312 0.469 -0.05
C 0.686 -0.369 -0.105 -0.27
O -0.181 0.718 0.317 -0.10
H 1.961 0.103 1.493 0.08
H 2.720 0.338 -0.092 0.03
H 2.607 -1.279 0.458 0.07
H 0.163 -1.326 0.063 0.12
H 0.687 -0.248 -1.199 0.09
H 0.083 1.504 -0.116 0.01
C 2.363 4.237 3.111 -0.09
C 2.517 2.961 2.356 -0.39
O 3.453 3.019 1.361 -0.07
H 2.294 5.102 2.442 0.06
H 3.197 4.394 3.801 0.08
H 1.368 4.228 3.607 0.07
H 1.517 2.758 1.929 0.10
H 2.750 2.146 3.084 0.13
H 4.032 2.239 1.460 0.06
```

The value obtained for the HOMO energy is -9.660 eV. As for the charge: 0. The calculation puts the total energy at -81102.567 eV. As for the HOMO-LUMO gap: 10.06 eV.

=====

This record from OMol25 describes a structure of composition C9H19CsNO5S at a distorted geometry. The level of theory is ωB97M-V/def2-TZVPD.

The geometry in XYZ format:
```
36
Properties=species:S:1:pos:R:3:lowdin_charge:R:1
Cs -1.556 1.502 -0.477 2.36
S -3.885 3.010 -0.857 0.16
O -4.994 2.920 0.140 -0.44
O -3.949 1.861 -1.787 -0.54
O -4.159 4.188 -1.724 -0.43
O -2.548 3.049 -0.146 -1.10
C -0.371 0.873 2.079 -0.14
C 0.632 0.100 1.239 -0.50
C 0.515 -1.284 1.809 -0.18
C 1.170 -2.308 0.903 -0.17
C 0.349 -2.287 -0.438 -0.08
C 0.488 -0.864 -1.167 -0.51
N 0.196 0.160 -0.187 -0.44
O 0.444 1.448 -0.716 -0.54
C 1.864 -0.715 -1.860 -0.01
C -0.628 -0.885 -2.224 -0.09
C 2.057 0.697 1.645 -0.01
H -1.388 0.484 2.027 0.07
H -0.487 1.890 1.705 0.04
H 0.013 0.894 3.098 0.10
H 1.080 -1.368 2.738 0.12
H -0.530 -1.539 1.989 0.13
H 1.200 -3.254 1.444 0.11
H 2.201 -1.957 0.860 0.10
H -0.701 -2.463 -0.205 0.12
H 0.747 -3.188 -0.903 0.11
H 1.764 -1.443 -2.666 0.09
H 2.104 0.280 -2.234 0.08
H 2.584 -1.022 -1.101 0.07
H -1.600 -0.753 -1.748 0.04
H -0.610 -0.142 -3.022 0.09
H -0.647 -1.850 -2.730 0.08
H 2.886 0.434 0.990 0.07
H 2.372 0.276 2.600 0.07
H 1.993 1.776 1.790 0.08
H 1.393 1.477 -0.861 0.09
```

The value obtained for the HOMO energy is -2.373 eV. The calculation puts the energy above the lowest of the compared OMol25 structures with the same formula, charge and spin at 281.82 kcal per mole. As for the charge: -1. The calculation puts the total energy at -32741.238 eV. As for the HOMO-LUMO gap: 3.97 eV.

=====

This record from OMol25 describes an isolated molecule of C5H3N at a distorted geometry. The level of theory is ωB97M-V/def2-TZVPD.

The geometry in XYZ format:
```
9
Properties=species:S:1:pos:R:3:lowdin_charge:R:1
C 0.599 -0.947 0.167 -0.07
C -0.756 -1.084 0.126 -0.05
C -1.890 -0.497 -0.481 0.00
N -1.932 0.952 0.341 0.18
C -0.779 0.669 -0.136 -0.30
C 0.701 0.514 -0.204 -0.13
H 1.387 -1.386 0.824 0.12
H 1.392 1.080 0.491 0.14
H 1.278 0.698 -1.127 0.12
```

The value obtained for the HOMO energy (spin up / spin down) is -8.558 / -8.558 eV. The calculation puts the energy above the lowest of the compared OMol25 structures with the same formula, charge and spin at 129.90 kcal per mole. Its SMILES is C1=C2C3=N[C@@]23C1. As for the charge: 0. The calculation puts the total energy at -6715.090 eV. As for the HOMO-LUMO gap (spin up / spin down): 8.34 / 8.34 eV.

=====

This record from OMol25 describes the ion C5H14NOS with charge +2 at a distorted geometry. The level of theory is ωB97M-V/def2-TZVPD.

The geometry in XYZ format:
```
22
Properties=species:S:1:pos:R:3:lowdin_charge:R:1
C -1.264 0.550 2.165 -0.18
O -2.667 0.663 2.356 -0.02
C -0.999 -0.113 0.811 -0.26
C 0.479 0.014 0.421 -0.16
C 1.078 -1.049 -0.516 -0.37
S 1.153 -0.661 -2.293 1.19
C 2.823 -0.355 -2.656 -0.31
N -2.001 0.496 -0.131 0.24
H -0.705 1.484 2.252 0.15
H -0.872 -0.051 2.985 0.15
H -2.975 1.570 2.475 0.13
H -1.271 -1.171 0.858 0.17
H 1.047 -0.031 1.352 0.15
H 0.661 0.997 -0.010 0.13
H 2.106 -1.304 -0.265 0.10
H 0.573 -2.026 -0.485 0.11
H 2.911 0.609 -3.181 0.09
H 3.160 -1.099 -3.381 0.09
H 3.551 -0.425 -1.848 0.09
H -2.884 0.416 0.390 0.16
H -2.065 -0.004 -1.017 0.18
H -1.838 1.490 -0.282 0.18
```

The value obtained for the HOMO energy (spin up / spin down) is -18.478 / -18.483 eV. The calculation puts the energy above the lowest of the compared OMol25 structures with the same formula, charge and spin at 0.00 kcal per mole. Its spin multiplicity is 2. As for the charge: +2. The calculation puts the total energy at -19766.211 eV. As for the HOMO-LUMO gap (spin up / spin down): 11.55 / 6.79 eV.

=====

This record from OMol25 describes an isolated molecule of C21H25N3O2. The level of theory is ωB97M-V/def2-TZVPD.

The geometry in XYZ format:
```
51
Properties=species:S:1:pos:R:3:lowdin_charge:R:1
C -1.586 -4.772 -0.220 -0.02
C -1.383 -3.305 0.159 -0.56
C -1.472 -3.141 1.681 0.00
C -0.020 -2.807 -0.350 -0.06
C 0.078 -1.312 -0.242 -0.10
C -1.094 -0.557 -0.220 -0.08
C -0.969 0.827 -0.114 -0.20
C -2.176 1.689 -0.079 -0.18
C -2.709 2.199 -1.255 -0.03
C -3.843 2.991 -1.220 -0.08
C -4.453 3.278 -0.011 -0.09
C -3.922 2.776 1.165 -0.08
C -2.788 1.983 1.132 -0.03
N 0.197 1.439 -0.032 0.20
C 1.335 0.733 -0.044 -0.21
N 2.454 1.485 0.017 -0.06
C 2.358 2.933 0.047 -0.16
C 3.792 3.393 -0.184 -0.17
C 4.599 2.303 0.515 -0.16
C 3.817 1.029 0.191 -0.15
C 1.314 -0.676 -0.160 -0.02
C 2.537 -1.536 -0.203 -0.55
N 2.869 -1.924 -1.461 0.19
O 3.173 -1.887 0.768 0.06
C -2.446 -1.212 -0.270 -0.14
O -2.415 -2.596 -0.520 -0.08
H -0.772 -5.379 0.167 0.09
H -2.526 -5.131 0.189 0.09
H -1.625 -4.870 -1.301 0.09
H -2.488 -3.340 2.015 0.09
H -0.800 -3.846 2.163 0.09
H -1.190 -2.136 1.985 0.09
H 0.082 -3.098 -1.400 0.14
H 0.785 -3.281 0.215 0.13
H -2.229 1.975 -2.196 0.12
H -4.252 3.385 -2.139 0.10
H -5.339 3.896 0.016 0.10
H -4.393 3.002 2.111 0.10
H -2.369 1.594 2.048 0.12
H 1.982 3.268 1.021 0.12
H 1.657 3.273 -0.717 0.11
H 4.017 3.401 -1.251 0.11
H 3.981 4.385 0.221 0.11
H 4.598 2.474 1.592 0.11
H 5.630 2.249 0.173 0.11
H 3.895 0.290 0.991 0.11
H 4.186 0.572 -0.738 0.12
H 2.309 -1.669 -2.254 0.11
H 3.639 -2.560 -1.591 0.12
H -2.982 -1.003 0.671 0.13
H -3.042 -0.784 -1.084 0.14
```

The value obtained for the HOMO energy is -7.599 eV. The calculation puts the energy above the lowest of the compared OMol25 structures with the same formula, charge and spin at 22.19 kcal per mole. Its SMILES is CC1(C)Cc2c(c(-c3ccccc3)nc(N3CCCC3)c2C(N)=O)CO1. As for the charge: 0. The calculation puts the total energy at -30749.351 eV. As for the HOMO-LUMO gap: 8.29 eV.